Entry 1:
The following is a quantum chemistry calculation of a gas-phase ion, C2H6N4O3P (charge +1), from the Open Molecules 2025 dataset.

The geometry in ORCA input format:
```
! RIJCOSX wB97M-V def2-TZVPD def2/J DEFGRID3
* xyz 1 1
O 1.55 -1.14 1.49
P 1.79 -0.24 0.38
O 3.05 -0.41 -0.54
O 1.82 1.32 0.72
C 0.45 -0.46 -0.88
N -0.87 -0.44 -0.26
N -1.38 -1.40 0.44
N -2.57 -1.03 0.87
C -2.79 0.19 0.41
N -1.73 0.58 -0.30
H 3.72 0.29 -0.47
H 1.14 1.58 1.35
H 0.48 0.34 -1.62
H 0.56 -1.42 -1.39
H -3.67 0.79 0.58
H -1.54 1.44 -0.80
*
```

Calculated values
Strongest force on any atom in eV Å⁻¹: 0.61
SMILES: O=P(O)(O)Cn1nnc[nH+]1
Gap between HOMO and LUMO in eV: 10.15



Entry 2:
The following is a quantum chemistry calculation of C2H6N4O4S3 in the gas phase in a non-equilibrium geometry, from the Open Molecules 2025 dataset.

The geometry in ORCA input format:
```
! RIJCOSX wB97M-V def2-TZVPD def2/J DEFGRID3
* xyz 0 1
C -1.49 1.30 0.34
C -2.89 1.13 0.54
N -0.57 0.55 -0.18
N -0.72 -0.66 -0.58
N 1.76 0.89 -1.45
N 0.74 -2.12 1.29
O 1.02 2.64 0.20
O 1.70 0.53 1.03
O -0.35 -3.11 -0.71
O 1.60 -1.58 -1.12
S -4.01 0.19 -0.18
S 1.15 1.29 -0.02
S 0.33 -1.90 -0.37
H -0.99 2.28 0.78
H -3.37 1.78 1.19
H 1.82 -0.20 -1.46
H 1.84 1.59 -2.08
H 1.56 -1.56 1.59
H 0.86 -3.03 1.19
*
```

Calculated values
Strongest force on any atom in eV Å⁻¹: 6.44
Gap between HOMO and LUMO in eV: 7.08



Entry 3:
The following is a quantum chemistry calculation of a gas-phase ion, C2H6N4O5P (charge -1) in a non-equilibrium geometry, from the Open Molecules 2025 dataset.

The geometry in ORCA input format:
```
! RIJCOSX wB97M-V def2-TZVPD def2/J DEFGRID3
* xyz -1 1
H 1.77 -2.12 2.35
N 1.68 -2.09 1.35
C 0.69 -1.50 0.85
N -0.34 -0.91 1.58
N -1.28 -0.16 0.80
C -1.13 1.25 0.77
N -1.69 1.90 -0.26
O -0.69 1.77 1.75
O 0.39 -1.57 -0.59
P 0.59 -0.16 -1.46
O -0.69 0.19 -2.11
O 1.36 0.83 -0.63
O 1.66 -0.75 -2.59
H 0.06 -0.26 2.36
H -1.75 -0.59 0.04
H -1.42 1.37 -1.04
H -1.49 2.85 -0.48
H 2.27 -0.05 -2.70
*
```

Calculated values
Strongest force on any atom in eV Å⁻¹: 2.87
SMILES: [H]/N=C(\NNC(N)=O)O[P@@](=O)([O-])O
Gap between HOMO and LUMO in eV: 9.42



Entry 4:
The following is a quantum chemistry calculation of C2H6N4OS in the gas phase in a non-equilibrium geometry, from the Open Molecules 2025 dataset.

The geometry in ORCA input format:
```
! RIJCOSX wB97M-V def2-TZVPD def2/J DEFGRID3
* xyz 0 1
H -3.88 -0.66 0.82
N -3.32 -0.54 0.04
C -2.02 -0.75 0.16
N -1.17 -0.70 -1.05
O 0.27 -0.63 -0.49
C 0.83 0.64 -0.24
N 0.21 1.81 -0.39
H 0.67 2.58 -0.05
N 2.06 0.42 0.20
S 2.95 -1.01 -0.30
H -1.36 -1.06 1.14
H -1.38 0.14 -1.48
H 2.77 1.01 0.42
H 3.36 -1.26 1.19
*
```

Calculated values
Strongest force on any atom in eV Å⁻¹: 6.54
SMILES: [H]/N=C/NO/C(=N/[H])NS
Gap between HOMO and LUMO in eV: 9.38



Entry 5:
The following is a quantum chemistry calculation of C2H6N4S in the gas phase in a non-equilibrium geometry, from the Open Molecules 2025 dataset.

The geometry in ORCA input format:
```
! RIJCOSX wB97M-V def2-TZVPD def2/J DEFGRID3
* xyz 0 1
H -0.90 -2.52 0.23
N -0.76 -1.56 0.03
C 0.28 -1.39 -0.68
N 0.96 -2.44 -1.26
S 1.07 0.19 -0.79
C -0.01 1.07 0.28
N 0.22 2.32 0.37
N -0.72 3.03 1.07
H 0.45 -3.27 -1.35
H 1.67 -2.25 -1.95
H -0.73 0.48 0.86
H -1.20 2.47 1.74
H -0.34 3.86 1.46
*
```

Calculated values
Strongest force on any atom in eV Å⁻¹: 1.95
SMILES: [H]/N=C(\N)S/C=N/N
Gap between HOMO and LUMO in eV: 8.97



Entry 6:
The following is a quantum chemistry calculation of C2H6N4S in the gas phase in a non-equilibrium geometry, from the Open Molecules 2025 dataset.

The geometry in ORCA input format:
```
! RIJCOSX wB97M-V def2-TZVPD def2/J DEFGRID3
* xyz 0 1
H -0.62 -2.26 0.43
N 0.14 -1.61 0.45
C -0.11 -0.44 0.00
N -1.34 0.14 -0.33
S -2.79 -0.80 -0.24
C 1.02 0.62 -0.04
N 2.22 0.06 -0.23
N 0.89 1.88 0.11
H -0.08 2.14 0.30
H -1.29 0.82 -1.11
H -3.36 -0.24 0.82
H 2.31 -0.94 -0.17
H 3.01 0.63 0.00
*
```

Calculated values
Strongest force on any atom in eV Å⁻¹: 1.91
SMILES: [H]/N=C(NS)/C(N)=N\[H]
Gap between HOMO and LUMO in eV: 9.96



Entry 7:
The following is a quantum chemistry calculation of 2 unconnected molecules or ions with the total composition C2H6N4S in a non-equilibrium geometry, from the Open Molecules 2025 dataset.

The geometry in ORCA input format:
```
! RIJCOSX wB97M-V def2-TZVPD def2/J DEFGRID3
* xyz 0 1
C 1.03 1.78 0.26
C 0.63 0.35 0.19
N 0.52 -0.59 1.18
N 0.41 -1.73 0.63
N 0.32 -1.57 -0.65
N 0.54 -0.27 -0.99
H 2.16 1.99 0.15
H 0.80 2.23 1.25
H 0.40 2.15 -0.57
H 0.09 -2.37 -1.38
S -2.92 -0.91 0.10
H -1.97 -0.92 -0.93
H -2.00 -0.14 0.75
*
```

Calculated values
Strongest force on any atom in eV Å⁻¹: 3.39
SMILES: Cc1nn[nH]n1.S
Gap between HOMO and LUMO in eV: 10.30



Entry 8:
The following is a quantum chemistry calculation of a gas-phase ion, C2H6N5 (charge +1) in a non-equilibrium geometry, from the Open Molecules 2025 dataset.

The geometry in ORCA input format:
```
! RIJCOSX wB97M-V def2-TZVPD def2/J DEFGRID3
* xyz 1 1
H 2.02 1.60 -1.80
N 2.18 1.04 -0.97
C 1.23 0.47 -0.40
N 1.52 -0.21 0.80
N 0.66 -0.65 1.52
C -0.74 -0.60 1.24
N -1.05 -0.41 -0.25
N -0.14 0.57 -0.76
H -1.19 -1.53 1.59
H -1.16 0.24 1.81
H -0.95 -1.34 -0.72
H -2.02 -0.10 -0.38
H -0.36 0.93 -1.68
*
```

Calculated values
Strongest force on any atom in eV Å⁻¹: 1.75
SMILES: [H]/N=C1/N=NC[NH2+]N1
Gap between HOMO and LUMO in eV: 9.30



Entry 9:
The following is a quantum chemistry calculation of 2 unconnected molecules or ions with the total composition C2H6N6O in a non-equilibrium geometry, from the Open Molecules 2025 dataset.

The geometry in ORCA input format:
```
! RIJCOSX wB97M-V def2-TZVPD def2/J DEFGRID3
* xyz 0 1
C -0.52 1.10 -0.49
C 0.07 -0.27 0.06
H -2.73 2.25 -1.02
H -1.78 0.61 -1.93
H 0.91 1.76 1.81
H 1.33 -1.69 1.74
H 2.29 -1.27 0.27
H -1.18 -2.90 -1.09
N -1.78 1.19 -1.08
N 0.14 2.00 0.22
N 1.25 1.47 0.87
N 0.92 -0.02 1.00
N 2.01 -0.89 1.24
N -0.15 -1.50 -0.14
O -0.78 -1.85 -1.46
*
```

Calculated values
Strongest force on any atom in eV Å⁻¹: 6.22
Gap between HOMO and LUMO in eV: 8.15



Entry 10:
The following is a quantum chemistry calculation of a gas-phase ion, C2H6NO (charge -1), from the Open Molecules 2025 dataset.

The geometry in ORCA input format:
```
! RIJCOSX wB97M-V def2-TZVPD def2/J DEFGRID3
* xyz -1 1
N 0.42 -1.25 -1.23
C -0.16 -0.74 0.02
C 0.17 0.76 0.25
O -0.65 1.40 1.07
H 0.56 -2.24 -1.20
H 1.37 -0.87 -1.28
H -1.24 -0.89 0.07
H 0.22 -1.30 0.88
H 1.24 0.67 0.65
H 0.28 1.26 -0.74
*
```

Calculated values
Strongest force on any atom in eV Å⁻¹: 0.72
SMILES: NCC[O-]
Gap between HOMO and LUMO in eV: 6.66



Entry 11:
The following is a quantum chemistry calculation of 2 unconnected molecules or ions with the total composition C2H6NO2, from the Open Molecules 2025 dataset.

The geometry in ORCA input format:
```
! RIJCOSX wB97M-V def2-TZVPD def2/J DEFGRID3
* xyz -1 1
C 1.19 0.59 1.29
O -0.17 0.37 1.42
H 1.66 -0.05 0.51
H 1.43 1.64 1.05
H 1.71 0.33 2.20
C -0.92 -1.02 -1.37
N -1.32 0.11 -0.80
O -0.75 -1.28 -2.57
H -0.79 -1.81 -0.61
H -0.66 0.28 0.41
H -1.36 0.83 -1.52
*
```

Calculated values
Strongest force on any atom in eV Å⁻¹: 0.96
Gap between HOMO and LUMO in eV: 8.49



Entry 12:
The following is a quantum chemistry calculation of 2 unconnected molecules or ions with the total composition C2H6NO2 in a non-equilibrium geometry, from the Open Molecules 2025 dataset.

The geometry in ORCA input format:
```
! RIJCOSX wB97M-V def2-TZVPD def2/J DEFGRID3
* xyz -1 1
C -0.11 0.93 -1.16
C -0.55 0.62 0.20
N 1.33 -1.32 1.25
O 0.14 -1.89 1.53
O -1.49 -0.22 0.45
H 1.00 1.30 -1.19
H -0.50 0.23 -2.00
H -0.62 1.91 -1.50
H -0.25 1.31 0.91
H 1.65 -1.70 0.26
H -0.60 -1.17 1.24
*
```

Calculated values
Strongest force on any atom in eV Å⁻¹: 3.42
Gap between HOMO and LUMO (spin up / spin down) in eV: 7.00 / 5.37



Entry 13:
The following is a quantum chemistry calculation of a gas-phase ion, C2H6NO2 (charge -1) in a non-equilibrium geometry, from the Open Molecules 2025 dataset.

The geometry in ORCA input format:
```
! RIJCOSX wB97M-V def2-TZVPD def2/J DEFGRID3
* xyz -1 1
O 1.22 -1.24 0.11
C 0.95 0.09 -0.42
C -0.31 0.74 0.20
N -1.51 0.64 -0.56
O -2.25 -0.53 -0.01
H 1.46 -1.09 1.04
H 0.83 -0.04 -1.48
H 1.84 0.71 -0.19
H -0.45 0.25 1.17
H -0.05 1.80 0.39
H -1.74 -1.31 -0.26
*
```

Calculated values
Strongest force on any atom in eV Å⁻¹: 1.02
SMILES: OCC[N-]O
Gap between HOMO and LUMO in eV: 5.26



Entry 14:
The following is a quantum chemistry calculation of 2 unconnected molecules or ions with the total composition C2H6NO2P in a non-equilibrium geometry, from the Open Molecules 2025 dataset.

The geometry in ORCA input format:
```
! RIJCOSX wB97M-V def2-TZVPD def2/J DEFGRID3
* xyz 0 1
C 0.74 0.14 0.01
C 1.85 1.03 -0.26
N -1.89 -1.31 0.35
O 0.96 -1.90 -0.45
O -1.63 0.88 -0.95
P -1.12 0.17 0.24
H 1.88 2.05 0.27
H 1.94 1.13 -1.31
H 2.72 0.45 0.16
H -2.40 -1.45 -0.50
H -1.51 -2.02 0.98
H -1.55 0.84 1.46
*
```

Calculated values
Strongest force on any atom in eV Å⁻¹: 6.36
Gap between HOMO and LUMO (spin up / spin down) in eV: 7.20 / 7.12



Entry 15:
The following is a quantum chemistry calculation of C2H6NO2P in the gas phase in a non-equilibrium geometry, from the Open Molecules 2025 dataset.

The geometry in ORCA input format:
```
! RIJCOSX wB97M-V def2-TZVPD def2/J DEFGRID3
* xyz 0 1
N 2.01 -0.71 0.18
C 1.12 0.31 -0.05
O 1.18 1.49 -0.09
P -0.64 -0.40 0.19
C -1.55 1.00 -0.64
O -1.75 0.52 0.84
H 1.61 -1.59 0.39
H 3.02 -0.53 0.00
H -0.22 -1.30 1.40
H -1.23 -1.53 -0.28
H -2.52 0.88 -1.05
H -1.04 1.86 -0.89
*
```

Calculated values
Strongest force on any atom in eV Å⁻¹: 3.99
SMILES: NC(=O)[PH2]1CO1
Gap between HOMO and LUMO in eV: 8.99



Entry 16:
The following is a quantum chemistry calculation of 2 unconnected molecules or ions with the total composition C2H6NO2S2 in a non-equilibrium geometry, from the Open Molecules 2025 dataset.

The geometry in ORCA input format:
```
! RIJCOSX wB97M-V def2-TZVPD def2/J DEFGRID3
* xyz -1 1
C 1.53 0.59 0.21
C 0.99 -0.84 0.14
N -0.01 -1.09 -0.84
O -2.40 1.27 -1.10
O -1.71 0.95 1.23
S -3.69 -0.94 0.27
S -2.20 0.33 0.00
H 1.88 0.91 -0.78
H 0.74 1.26 0.53
H 2.36 0.66 0.91
H 1.84 -1.53 -0.07
H 0.59 -1.13 1.12
H 0.08 -0.44 -1.62
*
```

Calculated values
Strongest force on any atom in eV Å⁻¹: 2.46
Gap between HOMO and LUMO in eV: 6.69



Entry 17:
The following is a quantum chemistry calculation of a molecular structure, C2H6NO5PS in a non-equilibrium geometry, from the Open Molecules 2025 dataset.

The geometry in ORCA input format:
```
! RIJCOSX wB97M-V def2-TZVPD def2/J DEFGRID3
* xyz 0 1
N -1.40 2.50 0.06
P -1.61 0.86 -0.55
O -2.69 0.10 0.50
C 0.03 0.00 -0.15
C 1.02 -0.27 -1.30
O 1.97 -1.19 -0.69
S 1.25 -1.90 0.63
O 1.59 -1.27 1.93
O 1.40 -3.35 0.72
O -0.29 -1.31 0.31
H -0.66 2.90 -0.52
H -1.04 2.46 1.01
H -2.28 0.00 1.36
H 0.54 0.68 0.56
H 1.50 0.62 -1.72
H 0.67 -0.84 -2.17
*
```

Calculated values
Strongest force on any atom in eV Å⁻¹: 3.89
Gap between HOMO and LUMO in eV: 9.97



Entry 18:
The following is a quantum chemistry calculation of 2 unconnected molecules or ions with the total composition C2H6NO5S2 in a non-equilibrium geometry, from the Open Molecules 2025 dataset.

The geometry in ORCA input format:
```
! RIJCOSX wB97M-V def2-TZVPD def2/J DEFGRID3
* xyz -1 1
C 1.33 -0.29 0.15
C 0.15 -1.27 0.11
N 1.33 0.65 1.30
O -1.42 0.22 -1.31
O -4.78 0.19 -1.55
O -5.36 1.30 0.53
O -3.31 0.01 0.44
O -5.38 -1.17 0.52
S -1.46 -0.99 -0.53
S -4.76 0.04 0.11
H 1.56 0.22 -0.86
H 2.34 -0.95 0.29
H 0.11 -2.15 0.74
H 0.80 1.44 0.94
H -3.84 0.29 -1.72
H 1.08 0.19 2.14
*
```

Calculated values
Strongest force on any atom in eV Å⁻¹: 5.19
Gap between HOMO and LUMO in eV: 8.46



Entry 19:
The following is a quantum chemistry calculation of a molecular structure, C2H6NO6 in a non-equilibrium geometry, from the Open Molecules 2025 dataset.

The geometry in ORCA input format:
```
! RIJCOSX wB97M-V def2-TZVPD def2/J DEFGRID3
* xyz -1 1
C -0.08 -0.30 -0.19
C -0.71 -0.31 1.74
N 0.23 1.01 -0.54
O 0.95 1.40 -1.90
O 0.98 -1.32 -0.33
O -1.21 -0.71 -0.89
O -0.28 0.97 2.14
O -1.92 -0.52 1.61
O 0.09 -1.23 2.36
H 0.99 1.48 0.14
H 0.71 -1.85 -1.05
H 0.24 1.24 -2.57
H -0.91 1.66 1.80
H -1.95 -0.78 -0.13
H 1.04 -0.95 2.05
*
```

Calculated values
Strongest force on any atom in eV Å⁻¹: 4.74
Gap between HOMO and LUMO in eV: 7.32



Number 1: total energy -23556.43953 eV. Number 2: total energy -48821.98364 eV. Number 3: total energy -27663.04212 eV. Number 4: total energy -21009.72767 eV. Number 5: total energy -18965.53255 eV. Number 6: total energy -18966.51180 eV. Number 7: total energy -18964.93472 eV. Number 8: total energy -9611.14517 eV. Number 9: total energy -13150.63334 eV. Number 10: total energy -5707.99647 eV. Number 11: total energy -7757.07377 eV. Number 12: total energy -7752.40124 eV. Number 13: total energy -7753.33523 eV. Number 14: total energy -17037.90540 eV. Number 15: total energy -17041.94978 eV. Number 16: total energy -29426.04943 eV. Number 17: total energy -34021.41217 eV. Number 18: total energy -35569.13997 eV. Number 19: total energy -15944.57020 eV.